1.
ORCA calculation (ωB97M-V/def2-TZVPD) on 6 unconnected molecules or ions with the total composition C22H30F18N7O13S6 at a distorted geometry.

As for the LUMO energy (alpha / beta): -1.275 / -1.275 eV. The total charge is 0. The HOMO-LUMO gap (alpha / beta) is 5.0 / 7.5 eV. Its expectation value of S² is 0.769. As for the HOMO energy (alpha / beta): -6.27 / -8.79 eV. As for the total energy: -174265.24168 eV. As for the spin multiplicity: 2.

Element x y z (Å)
C 0.372 5.499 -6.576
H -1.731 -3.971 -2.130
N 1.388 4.776 -7.112
O -0.584 -4.581 -0.583
N -1.718 0.079 -0.125
C 2.142 4.039 -6.277
N -0.036 -3.736 5.252
S -3.186 0.407 0.212
H -1.598 4.239 -3.119
H 0.378 -2.743 -0.632
C -3.042 -4.977 -0.717
C 0.546 4.356 -2.957
O -2.326 1.589 -2.255
H 1.469 -4.198 -0.647
O 3.569 3.040 3.383
F -2.541 0.048 2.859
C 0.786 4.489 -4.413
F 2.550 -0.684 -0.474
H -0.176 6.147 -7.244
O -3.479 1.770 0.611
F 1.459 -2.546 7.931
N 2.188 1.123 2.279
F 0.184 1.198 -3.425
H 2.389 3.114 -4.367
C 1.517 4.225 -2.014
H -3.627 -6.981 -0.973
F -0.131 -6.615 4.085
H 0.806 0.339 1.837
O 2.095 -2.431 5.110
S 0.638 -2.382 5.287
N 0.058 -0.339 1.813
H 0.499 3.291 1.716
C 1.136 2.506 4.577
C 1.843 5.063 -8.477
H 2.404 4.198 -8.829
O 4.779 0.789 2.231
O 3.526 1.949 0.424
F 4.400 -1.250 0.231
C -3.240 -0.576 1.937
H 0.703 -3.717 -2.029
F -0.701 -2.702 7.609
C 0.396 -2.055 7.243
H 2.987 3.516 -6.700
H -2.527 -6.591 -2.144
H -3.953 -5.958 0.961
H 2.551 4.326 -2.310
C 3.259 -0.764 0.624
O 3.305 0.982 4.810
C 1.834 3.823 -4.962
H -2.103 -3.067 -0.707
S -0.372 -3.872 3.572
H -1.993 3.877 -0.729
F 0.195 -0.739 7.407
H 0.437 -1.275 1.814
F -2.565 -1.762 1.810
O -1.790 -4.062 3.280
F 0.626 -5.887 2.107
F 0.805 1.012 -1.409
F 2.692 -1.684 1.453
N -2.801 -6.440 -1.184
S 3.522 0.951 1.539
O -2.135 -0.887 -2.622
H 2.064 3.956 0.078
C 0.162 0.421 -2.374
H 2.476 5.950 -8.461
S -1.749 0.295 -1.870
F 1.030 2.311 5.882
C -0.737 4.152 -2.473
H -2.414 -5.193 1.256
H -2.048 -6.925 -0.717
C 0.513 -3.774 -0.957
C 1.297 3.936 -0.682
F 0.031 1.942 4.020
F 1.744 -5.365 3.898
F -4.512 -0.802 2.298
S 2.751 1.855 3.761
H -0.843 5.854 -4.825
N -0.005 3.896 -0.224
O -4.249 -0.221 -0.567
H -3.719 -4.149 1.256
C -3.374 -5.056 0.760
H -1.167 2.945 1.236
H -0.432 -0.258 2.693
C -0.002 5.300 -5.215
H -3.932 -4.723 -1.293
H -0.712 4.643 1.542
F 1.118 3.788 4.284
C -0.363 3.678 1.174
F 0.661 -0.770 -2.676
C 0.528 -5.638 3.426
C -1.007 4.028 -1.141
O -0.068 -1.310 4.577
O 0.328 -3.047 2.598
H -0.618 -0.209 1.073
H 1.011 5.271 -9.151
C -1.842 -4.068 -1.050

=====

2.
ORCA calculation (ωB97M-V/def2-TZVPD) on a single C22H30FN3O3S molecule at a distorted geometry.

As for the LUMO energy: -0.055 eV. The total charge is 0. The HOMO-LUMO gap is 8.8 eV. As for the HOMO energy: -8.81 eV. As for the total energy: -47467.10547 eV. As for the spin multiplicity: 1. Its SMILES is CC(C)CCNC(=O)c1onc(CSc2ccc(F)cc2)c1C(=O)NCCC(C)C.

Element x y z (Å)
C 2.286 -0.556 3.081
N -0.792 2.704 -0.847
O 0.565 1.329 0.323
H 2.052 0.492 2.881
H 0.482 -0.178 1.309
C 0.769 3.043 -2.734
O -1.770 -1.508 3.073
H 4.963 -0.198 3.407
H 1.184 2.041 -2.603
C -4.308 -1.408 1.577
O -2.908 1.236 -0.348
C -0.306 2.996 -3.825
N -3.927 0.462 0.072
N 0.091 -0.817 1.998
C -0.551 1.640 -0.068
C -1.771 0.878 0.290
H 2.644 0.051 0.416
H -2.188 -2.300 -1.284
C -3.459 -0.370 0.962
H 1.579 3.700 -3.055
H -0.089 4.559 -1.430
C -0.867 -4.421 1.661
C 1.004 -1.380 2.972
H 5.469 -0.494 1.744
S -4.393 -2.866 0.456
H 2.655 -0.622 4.106
C 0.272 3.531 -1.370
H -1.730 2.862 -1.180
H -0.479 -5.010 2.477
H -3.894 -1.733 2.530
H 1.247 -2.412 2.697
H 4.435 0.885 2.117
H -1.568 4.326 -4.962
H -0.470 2.301 -5.868
C 3.406 -1.013 2.138
H -0.059 5.058 -4.421
H 1.103 2.990 -5.464
H 2.192 -1.658 0.465
C 2.988 -0.948 0.672
H 0.472 -1.413 3.928
C -1.232 -0.886 2.168
C -0.863 4.383 -4.136
C -1.805 -2.887 -0.463
H -5.336 -1.067 1.671
H 3.832 -1.197 0.033
H -2.895 -4.429 2.346
H 1.096 3.484 -0.654
F 1.297 -4.273 0.746
C -0.016 -3.966 0.670
H 3.654 -2.053 2.381
C -2.051 -0.160 1.155
H 0.236 -2.868 -1.147
C 4.647 -0.152 2.367
H -1.385 4.808 -3.282
C 0.286 2.377 -5.090
H -1.128 2.354 -3.485
C -2.208 -4.097 1.584
C -0.461 -3.204 -0.395
C -2.669 -3.328 0.527
H 0.670 1.380 -4.888

=====

3.
ORCA calculation (ωB97M-V/def2-TZVPD) on a single C22H30N2O3 molecule.

As for the LUMO energy: -0.038 eV. The total charge is 0. The HOMO-LUMO gap is 7.6 eV. As for the HOMO energy: -7.61 eV. As for the total energy: -32425.04487 eV. As for the spin multiplicity: 1. Its SMILES is CCN(CCNC(=O)C1=C(C)C(=O)O[C@]12CC[C@@H](C)CC2)c1ccccc1.

Element x y z (Å)
C -3.688 1.740 -1.115
C -2.090 -4.057 0.056
H 6.830 -2.566 0.080
C -2.581 -2.657 -0.004
C 7.281 -0.482 0.258
C 2.303 2.305 -1.045
C 1.718 -1.780 0.454
C -5.001 3.534 0.061
H -1.614 -4.340 -0.885
C 5.075 -1.374 -0.091
H -3.014 2.895 0.563
H -4.578 1.878 2.208
H -2.947 -4.714 0.194
O -0.325 -0.096 1.200
O -4.838 -3.199 -0.672
H 3.257 2.584 -1.485
H -5.324 0.938 0.909
N 3.168 0.111 -0.295
H -2.460 0.156 -1.921
H -2.403 0.746 1.792
H 1.802 3.203 -0.693
C -3.999 -2.390 -0.380
C 4.517 -0.090 -0.099
H 7.388 1.651 0.390
H -4.677 4.276 -0.666
C -3.335 0.317 1.423
H -1.382 -4.198 0.870
H -5.175 4.035 1.009
C 2.300 -0.947 -0.723
H -5.942 3.108 -0.280
H 5.014 2.002 0.059
C -3.949 2.440 0.218
C 6.433 -1.561 0.079
H -3.680 -0.434 2.137
H 1.531 1.070 0.544
C 2.506 1.331 0.118
H 1.692 1.851 -1.821
N 0.312 -2.055 0.281
C -2.006 -1.469 0.241
H -3.363 2.465 -1.864
H 2.246 -2.727 0.574
H 2.825 -1.592 -1.431
C -4.393 1.399 1.245
H 1.822 -1.198 1.372
O -4.207 -1.068 -0.354
H 0.049 -2.812 -0.326
H 8.341 -0.633 0.395
C -2.621 0.662 -0.965
C 5.390 0.992 0.077
C -3.036 -0.376 0.085
H -1.680 1.106 -0.638
H -4.613 1.278 -1.467
H 1.459 -0.490 -1.254
H 3.089 1.810 0.908
C 6.743 0.793 0.257
C -0.617 -1.130 0.624
H 4.448 -2.244 -0.206